Density functional theory data (ωB97M-V with the def2-TZVPD basis set) for C5H8NS as an isolated structure in a non-equilibrium geometry.

Each line ends with the natural charge from an NBO analysis.
Positions of all 15 atoms, in Å:
C1 1.661054 -0.368129 0.193310  0.08
C2 1.491482 1.078067 0.019975  -0.53
C3 -0.367461 -0.484710 0.055149  0.68
C4 -1.123674 -0.647995 -1.226008  -0.78
C5 -1.054671 0.102102 1.234418  -0.76
N1 0.767587 -1.241638 0.125859  -0.44
S1 3.202935 0.155028 -0.002956  0.45
H1 1.305538 1.398032 -1.107093  0.27
H2 1.499632 1.857542 0.748124  0.27
H3 -2.228553 -0.509797 -1.099019  0.27
H4 -0.999451 -1.750492 -1.520769  0.32
H5 -0.623252 -0.235864 -2.179998  0.31
H6 -2.136227 -0.102466 1.292327  0.30
H7 -0.821444 1.173875 1.265505  0.29
H8 -0.573490 -0.423551 2.201169  0.28

Cartesian forces, eV/Å:
0.4 1.7 0.3
2.3 1.1 -3.6
-2.4 -2.8 -1.2
0.0 -1.4 -1.1
1.8 -1.5 2.5
-1.6 -0.3 0.3
0.4 0.2 0.1
0.0 -0.4 2.6
-0.3 0.1 0.6
1.2 0.6 -0.5
-0.1 1.1 0.7
-0.9 0.1 1.6
0.4 0.3 -0.6
-0.4 -0.1 0.1
-1.0 1.5 -2.1

largest force on an atom = 4.4 eV Å⁻¹
2S+1 = 1
gap between HOMO and LUMO = 8.39 eV
energy relative to the best compared isomer or geometry (same formula, charge and spin) = 87.8 kcal per mole
net charge = +1